1.
7 unconnected molecules or ions with the total composition C24H52NO12S6, computed with ωB97M-V with the def2-TZVPD basis set.

CARTESIAN COORDINATES (ANGSTROEM)
N1 -0.165 1.638 -1.004
H1 0.094 2.535 -1.343
H2 -0.243 1.083 -1.817
H3 -1.171 1.676 -0.519
H4 0.571 1.378 -0.336
C1 -4.421 -1.234 -4.863
C2 -2.906 -1.334 -5.122
C3 -2.450 0.082 -4.932
S1 -3.506 0.790 -3.720
O1 -4.070 1.981 -4.241
O2 -2.845 0.831 -2.412
C4 -4.694 -0.471 -3.615
H5 -4.891 -2.061 -4.737
H6 -5.075 -0.764 -5.678
H7 -2.655 -1.811 -5.979
H8 -2.475 -1.946 -4.337
H9 -2.619 0.779 -5.886
H10 -1.421 -0.014 -4.717
H11 -5.571 -0.041 -3.566
H12 -4.535 -1.083 -2.900
C5 3.153 -2.934 -4.361
C6 2.292 -2.680 -5.567
C7 0.832 -2.275 -5.093
S2 0.962 -1.991 -3.300
O3 0.496 -3.223 -2.718
O4 0.288 -0.739 -3.032
C8 2.757 -1.853 -3.246
H13 4.066 -2.648 -4.582
H14 3.041 -3.989 -4.001
H15 2.294 -3.256 -6.372
H16 2.650 -1.795 -6.170
H17 0.088 -2.977 -5.293
H18 0.524 -1.408 -5.742
H19 3.105 -1.970 -2.314
H20 3.163 -0.725 -3.419
C9 4.773 1.680 1.657
C10 4.625 0.242 1.044
C11 4.777 0.399 -0.490
S3 4.090 1.942 -0.901
O5 2.764 1.686 -1.373
O6 5.022 2.517 -1.723
C12 4.140 2.667 0.637
H21 5.835 1.891 1.759
H22 4.221 1.612 2.426
H23 3.811 -0.286 1.142
H24 5.426 -0.430 1.317
H25 4.243 -0.319 -1.117
H26 5.674 0.411 -0.679
H27 3.084 2.974 0.988
H28 4.827 3.504 0.507
C13 0.509 -4.448 1.880
C14 1.243 -3.466 2.839
C15 2.269 -2.898 1.960
S4 1.666 -2.751 0.247
O7 2.575 -3.507 -0.510
O8 1.271 -1.479 -0.151
C16 0.099 -3.672 0.539
H29 -0.425 -4.991 2.315
H30 1.153 -5.297 1.818
H31 1.495 -3.861 3.853
H32 0.552 -2.751 3.214
H33 3.309 -3.193 1.796
H34 2.430 -1.856 2.096
H35 -0.386 -4.584 -0.122
H36 -0.520 -2.847 0.874
C17 -4.552 3.151 3.648
C18 -4.939 1.696 3.719
C19 -4.762 0.982 2.346
S5 -3.568 1.874 1.367
O9 -4.159 2.133 0.137
O10 -2.317 1.147 1.357
C20 -3.601 3.274 2.478
H37 -4.027 3.607 4.498
H38 -5.529 3.965 3.482
H39 -5.890 1.514 4.148
H40 -3.951 1.424 4.237
H41 -5.602 1.120 1.887
H42 -4.374 -0.040 2.202
H43 -3.887 4.161 1.801
H44 -2.522 3.462 2.732
C21 0.541 2.883 5.603
C22 -0.378 1.592 5.655
C23 -0.696 1.147 4.290
S6 0.655 1.504 3.279
O11 0.446 2.087 1.954
O12 1.607 0.537 3.311
C24 1.313 2.859 4.184
H45 1.044 2.929 6.531
H46 -0.120 3.835 5.684
H47 -1.238 1.634 6.415
H48 0.275 1.020 6.139
H49 -1.753 1.687 3.963
H50 -0.919 -0.009 4.274
H51 1.131 3.668 3.670
H52 2.521 2.684 4.128

For the HOMO energy, the calculation gives -12.125 eV. As for the charge: +1. The calculation puts the largest force on an atom at 0.1883 hartree/bohr. For the energy above the lowest of the compared OMol25 structures with the same formula, charge and spin, the calculation gives 140.3 kJ/mol. As for the orbital gap: 10.28 eV.

Listed below, in e, are the Löwdin charges computed for each atom:
1. N 0.313
2. H 0.119
3. H 0.061
4. H 0.163
5. H 0.091
6. C -0.192
7. C -0.176
8. C -0.236
9. S 0.680
10. O -0.280
11. O -0.342
12. C -0.203
13. H 0.049
14. H 0.163
15. H 0.086
16. H 0.125
17. H 0.167
18. H 0.057
19. H 0.073
20. H 0.056
21. C -0.165
22. C -0.190
23. C -0.191
24. S 0.671
25. O -0.303
26. O -0.351
27. C -0.180
28. H 0.054
29. H 0.148
30. H 0.059
31. H 0.134
32. H 0.067
33. H 0.115
34. H 0.000
35. H 0.173
36. C -0.116
37. C -0.125
38. C -0.186
39. S 0.580
40. O -0.306
41. O -0.246
42. C -0.216
43. H 0.134
44. H 0.014
45. H 0.026
46. H 0.123
47. H 0.105
48. H 0.012
49. H 0.135
50. H 0.109
51. C -0.227
52. C -0.220
53. C -0.229
54. S 0.591
55. O -0.295
56. O -0.298
57. C -0.177
58. H 0.138
59. H 0.093
60. H 0.136
61. H 0.090
62. H 0.119
63. H 0.054
64. H 0.176
65. H 0.080
66. C -0.249
67. C -0.176
68. C -0.194
69. S 0.618
70. O -0.268
71. O -0.334
72. C -0.266
73. H 0.106
74. H 0.187
75. H 0.108
76. H 0.125
77. H 0.033
78. H 0.123
79. H 0.136
80. H 0.103
81. C -0.135
82. C -0.242
83. C -0.270
84. S 0.566
85. O -0.336
86. O -0.255
87. C -0.182
88. H 0.084
89. H 0.133
90. H 0.157
91. H 0.058
92. H 0.139
93. H 0.159
94. H 0.019
95. H 0.170



2.
7 unconnected molecules or ions with the total composition C24H52NO12S6, computed with ωB97M-V with the def2-TZVPD basis set.

CARTESIAN COORDINATES (ANGSTROEM)
N1 -0.197 -0.056 -0.500
H1 -0.597 0.155 -1.374
H2 -0.319 0.853 -0.194
H3 0.786 -0.345 -0.451
H4 -0.935 -0.797 -0.145
C1 -2.276 4.654 0.479
C2 -3.399 3.644 0.412
C3 -3.649 3.295 1.829
S1 -2.107 2.863 2.430
O1 -1.747 1.586 1.738
O2 -2.086 2.908 3.819
C4 -1.319 4.302 1.671
H5 -2.699 5.732 0.692
H6 -1.597 4.792 -0.224
H7 -2.996 2.825 -0.131
H8 -4.384 4.132 -0.151
H9 -4.226 2.490 1.934
H10 -4.265 4.089 2.125
H11 -0.318 3.952 1.368
H12 -1.215 5.103 2.342
C5 5.508 -1.762 -3.117
C6 4.616 -2.872 -3.595
C7 3.356 -2.325 -4.238
S2 3.121 -0.726 -3.388
O3 1.973 -0.737 -2.574
O4 3.285 0.331 -4.288
C8 4.553 -0.775 -2.418
H13 6.006 -1.257 -4.018
H14 6.263 -2.308 -2.694
H15 4.263 -3.559 -2.699
H16 5.014 -3.647 -4.171
H17 2.395 -2.812 -3.840
H18 3.594 -2.014 -5.283
H19 4.319 -1.229 -1.417
H20 4.902 0.230 -1.998
C9 -6.154 1.390 -0.764
C10 -5.780 2.205 -2.046
C11 -5.214 1.201 -2.985
S3 -4.141 0.069 -1.996
O5 -2.897 0.612 -1.652
O6 -4.255 -1.280 -2.466
C12 -5.126 0.256 -0.521
H21 -7.064 0.975 -0.822
H22 -6.316 1.958 0.149
H23 -4.929 2.867 -1.874
H24 -6.606 2.697 -2.697
H25 -4.734 1.705 -3.893
H26 -6.201 0.640 -3.574
H27 -4.392 0.626 0.254
H28 -5.512 -0.729 -0.275
C13 -2.099 -0.219 5.000
C14 -1.062 -1.330 4.743
C15 -0.962 -1.605 3.239
S4 -2.711 -1.583 2.780
O7 -3.491 -2.755 3.081
O8 -2.862 -0.983 1.509
C16 -3.269 -0.335 3.942
H29 -1.697 0.830 4.849
H30 -2.515 -0.379 5.835
H31 -1.448 -2.511 4.935
H32 0.036 -1.082 5.001
H33 -0.662 -2.676 2.766
H34 -0.384 -0.867 2.812
H35 -4.195 -0.857 4.354
H36 -3.554 0.703 3.453
C17 5.929 3.082 0.543
C18 5.093 3.466 1.716
C19 3.610 3.335 1.299
S5 3.545 2.661 -0.345
O9 3.320 3.780 -1.244
O10 2.711 1.475 -0.345
C20 5.210 2.209 -0.526
H37 6.940 2.514 0.717
H38 6.333 4.038 0.308
H39 5.164 4.494 2.300
H40 5.245 2.805 2.556
H41 3.052 4.137 1.415
H42 3.352 2.511 1.901
H43 5.484 2.519 -1.503
H44 5.226 1.185 -0.262
C21 0.630 -5.834 -1.411
C22 2.109 -5.339 -1.410
C23 2.102 -3.937 -0.682
S6 0.778 -4.045 0.376
O11 -0.164 -2.966 0.144
O12 1.206 -4.262 1.778
C24 -0.074 -5.535 -0.128
H45 0.599 -6.883 -1.842
H46 0.039 -5.462 -2.189
H47 2.713 -5.475 -2.313
H48 2.652 -5.949 -0.949
H49 1.868 -3.174 -1.366
H50 3.061 -3.924 -0.061
H51 -1.291 -5.358 -0.258
H52 0.115 -6.282 0.698

For the HOMO energy, the calculation gives -11.777 eV. As for the charge: +1. The calculation puts the largest force on an atom at 0.1624 hartree/bohr. For the energy above the lowest of the compared OMol25 structures with the same formula, charge and spin, the calculation gives 34.7 kJ/mol. As for the orbital gap: 9.87 eV.

Listed below, in e, are the Löwdin charges computed for each atom:
1. N 0.323
2. H 0.089
3. H 0.073
4. H 0.111
5. H 0.162
6. C -0.184
7. C -0.236
8. C -0.266
9. S 0.676
10. O -0.325
11. O -0.274
12. C -0.176
13. H 0.162
14. H 0.055
15. H 0.077
16. H 0.185
17. H 0.055
18. H 0.124
19. H 0.104
20. H 0.088
21. C -0.198
22. C -0.258
23. C -0.187
24. S 0.576
25. O -0.318
26. O -0.267
27. C -0.240
28. H 0.154
29. H 0.085
30. H 0.135
31. H 0.096
32. H 0.121
33. H 0.127
34. H 0.120
35. H 0.098
36. C -0.181
37. C -0.239
38. C -0.268
39. S 0.634
40. O -0.313
41. O -0.306
42. C -0.206
43. H 0.064
44. H 0.107
45. H 0.080
46. H 0.154
47. H 0.121
48. H 0.187
49. H 0.089
50. H 0.112
51. C -0.175
52. C -0.204
53. C -0.269
54. S 0.610
55. O -0.295
56. O -0.352
57. C -0.200
58. H 0.117
59. H 0.026
60. H 0.182
61. H 0.140
62. H 0.135
63. H 0.058
64. H 0.118
65. H 0.108
66. C -0.210
67. C -0.210
68. C -0.202
69. S 0.677
70. O -0.301
71. O -0.341
72. C -0.227
73. H 0.156
74. H 0.105
75. H 0.165
76. H 0.099
77. H 0.053
78. H 0.088
79. H 0.109
80. H 0.080
81. C -0.235
82. C -0.157
83. C -0.223
84. S 0.670
85. O -0.344
86. O -0.334
87. C -0.222
88. H 0.144
89. H 0.088
90. H 0.126
91. H 0.025
92. H 0.061
93. H 0.149
94. H 0.187
95. H 0.123